64
Properties=species:S:1:pos:R:3:mulliken_charge:R:1 method="wB97M-V/def2-TZVPD" charge=+2 orbital_gap_ev="4.5 / 5.6" multiplicity=2
Re -0.45 0.42 0.62 0.6099
C -1.98 0.74 3.60 -0.7143
C -0.89 -0.24 3.97 -0.7873
S -0.15 -1.14 2.52 -0.0232
C 1.65 -0.97 2.80 -0.6581
C 2.19 0.44 2.86 -0.7271
S 1.69 1.48 1.42 -0.0396
C 1.06 3.00 2.21 -0.5655
C -0.20 2.86 3.05 -0.7184
S -1.56 1.91 2.26 -0.0216
H -2.87 0.22 3.23 0.2741
H -2.27 1.32 4.48 0.5374
H -0.07 0.24 4.49 0.4515
H -1.31 -1.02 4.61 0.5971
H 1.89 -1.51 3.71 0.6150
H 2.06 -1.51 1.94 0.1006
H 1.91 0.96 3.77 0.4478
H 3.28 0.40 2.82 0.5623
H 1.87 3.41 2.81 0.6338
H 0.88 3.66 1.36 0.0621
H 0.01 2.39 4.01 0.4207
H -0.60 3.86 3.25 0.5699
Cl -0.08 5.87 -4.86 -0.1451
C -0.30 4.80 -3.55 0.0754
C -0.18 5.27 -2.23 -0.8413
C -0.30 4.41 -1.18 -0.6030
C -0.53 3.02 -1.36 0.2811
O -0.58 2.27 -0.33 -0.1268
C -0.70 2.56 -2.71 0.9539
C -1.01 1.18 -3.00 -0.4913
O -1.13 0.28 -2.18 -0.5225
C -0.60 3.47 -3.77 -0.9420
H 0.01 6.32 -2.05 0.4637
H -0.23 4.78 -0.17 0.4638
H -1.17 0.97 -4.07 0.3391
H -0.76 3.12 -4.78 0.4645
C 2.88 -4.19 -0.22 -1.0175
Si 2.62 -2.97 -1.67 -0.0526
C 4.26 -2.15 -2.19 -1.0090
C 1.70 -3.73 -3.16 -0.9640
C 1.50 -1.67 -0.92 -0.9264
C 0.73 -0.89 -0.39 1.0855
H 3.47 -5.04 -0.54 0.3912
H 1.93 -4.57 0.16 0.2998
H 3.41 -3.71 0.60 0.3108
H 4.93 -2.89 -2.61 0.3402
H 4.74 -1.69 -1.34 0.3163
H 4.09 -1.38 -2.94 0.3310
H 2.32 -4.49 -3.63 0.3723
H 1.47 -2.97 -3.91 0.3253
H 0.77 -4.19 -2.85 0.3078
C -3.88 -0.45 -1.15 -1.2112
As -2.37 -1.12 -0.11 0.9089
C -3.34 -2.00 1.35 -1.2947
C -1.76 -2.69 -1.08 -1.1979
H -4.61 -1.26 -1.27 0.4453
H -3.55 -0.12 -2.13 0.3453
H -4.35 0.39 -0.63 0.3966
H -3.93 -2.82 0.92 0.4980
H -4.03 -1.31 1.83 0.4040
H -2.66 -2.42 2.08 0.3949
H -2.60 -3.36 -1.26 0.6105
H -1.00 -3.20 -0.48 0.3205
H -1.31 -2.38 -2.02 0.2726

=====

82
Properties=species:S:1:pos:R:3:mulliken_charge:R:1 method="wB97M-V/def2-TZVPD" charge=+1 orbital_gap_ev=1.7
C 1.78 -3.18 5.35 -0.4220
N 1.18 -3.18 3.98 -0.1935
C 2.09 -2.45 3.02 -0.8252
C 1.36 -1.16 2.41 0.7879
C 1.94 0.27 2.39 -0.4449
C 3.36 0.62 3.06 -0.9116
B 3.41 0.33 4.70 0.9168
O 2.21 0.47 5.54 -0.6954
O 4.69 -0.12 5.33 -0.5799
C 1.09 1.43 1.70 -0.6872
C -0.34 1.21 1.06 -0.7600
C -0.88 -0.25 1.13 0.4148
C -0.04 -1.39 1.78 0.5210
C -0.92 -2.72 1.68 0.1530
O -0.63 -3.93 1.84 -0.5565
N -2.25 -2.17 1.40 0.3324
C -3.31 -2.42 2.39 -0.1499
Cl -4.41 -3.90 2.14 -0.1771
C -3.57 -1.65 3.57 0.5433
C -4.73 -2.05 4.61 -0.9878
Cl -2.56 -0.18 3.94 -0.1688
C -2.27 -0.90 0.66 -0.1163
O -3.09 -0.42 -0.14 -0.5064
H 2.82 -3.70 5.38 0.2636
H 1.86 -2.09 5.72 -0.2400
H 1.08 -3.74 6.05 0.3531
H 1.10 -4.14 3.60 0.2500
H 3.13 -2.25 3.46 0.2775
H 2.26 -3.17 2.13 0.4026
H 4.27 0.17 2.52 0.3602
H 3.49 1.77 2.97 0.2269
H 2.44 -0.03 6.40 0.4024
H 5.39 0.06 4.64 0.3398
H 1.50 2.51 1.68 0.4041
H -0.97 2.03 0.59 0.6569
H -4.57 -1.49 5.61 0.3370
H -4.69 -3.18 4.86 0.1438
H -5.78 -1.81 4.22 0.3578
C -1.55 1.04 -3.08 -0.2384
C -0.38 1.63 -2.34 0.2465
N 0.56 2.09 -1.77 -0.5466
H -1.22 0.19 -3.68 0.1162
H -2.31 0.70 -2.37 0.1886
H -1.99 1.80 -3.73 0.2947
C 0.33 4.18 -5.05 -0.5024
O -0.01 4.69 -6.32 -0.4877
P -0.07 3.72 -7.74 1.0885
O -1.40 3.10 -7.33 -0.6021
O 1.17 2.77 -7.17 -0.3332
C 2.48 3.33 -7.09 -0.5357
O -0.07 2.84 -9.22 -0.3130
C 1.16 2.51 -9.86 -0.5385
H -0.30 4.68 -4.31 0.3921
H 0.17 3.10 -4.97 0.1055
H 1.37 4.43 -4.82 0.2855
H 2.86 3.18 -6.08 -0.1119
H 2.47 4.40 -7.32 0.4647
H 3.13 2.81 -7.79 0.3253
H 1.61 1.64 -9.37 0.1911
H 1.84 3.36 -9.84 0.3097
H 0.94 2.24 -10.89 0.2873
O -1.91 -5.37 7.17 -0.5451
S -1.49 -4.24 8.02 1.2216
O -0.05 -3.98 7.83 -0.7195
O -1.75 -4.58 9.43 -0.5812
O -2.26 -3.04 7.65 -0.5597
Cs 3.60 0.37 7.34 1.0384
C 4.21 2.01 -3.72 -0.7198
O 3.04 2.81 -3.82 -0.4116
H 4.92 2.33 -4.48 0.2505
H 4.67 2.14 -2.73 0.3018
H 3.96 0.96 -3.87 0.2799
H 2.43 2.51 -3.13 0.2841
Li 1.16 1.72 4.10 0.9194
F -6.63 -3.26 3.78 -0.7940
Mg -4.08 -6.02 3.76 0.9116
C -5.22 -0.52 -2.70 -0.5641
O -4.73 0.40 -3.53 -0.7887
H -6.32 -0.61 -2.64 0.3040
H -4.94 -1.58 -2.88 0.1898
H -4.96 -0.42 -1.63 0.0664
Na -1.91 0.69 -5.15 0.8078

=====

62
Properties=species:S:1:pos:R:3:mulliken_charge:R:1 method="wB97M-V/def2-TZVPD" smiles="CC(=O)N(BCc1ccccc1C)C(C)=O.CC(C)=O.CC(C)=O.CC(C)=O" orbital_gap_ev=8.5
C -4.46 2.18 -0.72 -0.7340
C -3.20 1.33 -1.17 0.3971
O -3.33 0.46 -1.98 -0.5351
N -1.86 1.58 -0.58 0.3018
B -1.46 3.01 -0.70 0.0775
C 0.12 3.36 -0.89 -1.4811
C 0.86 1.99 -1.19 0.9411
C 1.59 1.29 -0.16 -0.2745
C 2.24 0.01 -0.41 -0.8250
C 2.10 -0.53 -1.76 -0.6240
C 1.39 0.18 -2.80 -0.6148
C 0.74 1.47 -2.56 0.7714
C -0.03 2.20 -3.69 -1.3150
C -1.96 1.12 0.78 0.6067
C -1.02 1.54 1.94 -1.0121
O -2.81 0.28 1.03 -0.5792
H -4.28 2.50 0.35 0.2840
H -4.65 3.05 -1.38 0.0834
H -5.31 1.47 -0.69 0.3022
H -2.23 3.92 -0.64 -0.0478
H 0.29 4.09 -1.72 0.3886
H 0.55 3.84 0.04 0.4494
H 1.65 1.74 0.86 0.5109
H 2.77 -0.51 0.42 0.7890
H 2.56 -1.53 -1.98 0.3091
H 1.31 -0.27 -3.81 0.3427
H -0.81 1.52 -4.13 0.2898
H -0.53 3.15 -3.35 0.0851
H 0.66 2.51 -4.52 0.3996
H -1.57 1.27 2.89 0.4008
H -0.80 2.63 2.01 0.2548
H -0.08 0.92 1.98 0.1388
C 3.45 -4.13 0.93 -1.0421
C 2.88 -3.08 1.84 0.6852
C 2.19 -3.55 3.09 -0.8348
O 2.98 -1.89 1.58 -0.5766
H 3.91 -3.65 0.07 0.3300
H 4.20 -4.71 1.46 0.2957
H 2.65 -4.78 0.57 0.2962
H 2.89 -4.10 3.71 0.0837
H 1.34 -4.17 2.83 0.3057
H 1.83 -2.68 3.65 0.3747
C 3.28 -6.86 5.46 -1.0949
C 2.99 -7.21 4.03 0.7928
C 3.24 -8.64 3.60 -1.1346
O 2.58 -6.38 3.24 -0.4579
H 3.06 -5.80 5.63 0.2518
H 2.66 -7.46 6.13 0.3498
H 4.34 -7.03 5.68 0.3229
H 2.61 -9.31 4.18 0.3325
H 4.29 -8.89 3.74 0.3366
H 2.98 -8.75 2.55 0.2975
C -4.14 4.86 -3.54 -0.6506
C -3.40 6.11 -3.15 0.8718
C -3.87 7.41 -3.75 -1.2578
O -2.46 6.07 -2.39 -0.5021
H -3.69 4.00 -3.04 -0.1914
H -5.19 4.94 -3.24 0.3680
H -4.08 4.71 -4.62 0.3935
H -4.90 7.60 -3.46 0.3332
H -3.79 7.37 -4.84 0.3203
H -3.24 8.22 -3.39 0.3197

=====

62
Properties=species:S:1:pos:R:3:mulliken_charge:R:1 method="wB97M-V/def2-TZVPD" charge=+3 orbital_gap_ev="6.5 / 3.2" multiplicity=5
C -3.23 -0.63 -5.74 -1.0366
C -2.19 -0.30 -4.70 0.7387
H -3.27 -1.71 -5.88 0.3016
H -2.96 -0.13 -6.68 0.3406
H -4.20 -0.23 -5.42 0.3418
O -1.50 -1.04 -4.09 -0.4429
Cl -2.07 1.51 -4.44 -0.2122
Ru 0.00 0.00 0.00 -0.6165
P 1.89 0.32 -1.30 0.9388
C 3.28 -0.86 -1.09 -0.8619
C 1.57 0.30 -3.10 -0.9098
H 2.47 0.54 -3.67 0.4550
H 3.53 2.10 -1.73 0.4669
H 0.78 1.03 -3.31 0.2905
H 1.94 2.73 -1.20 0.4091
H 2.93 -1.87 -1.32 0.3478
H 1.21 -0.70 -3.38 0.3995
C 2.69 1.95 -1.04 -0.8716
H 4.11 -0.61 -1.76 0.5007
H 3.05 2.02 -0.01 0.0679
H 3.62 -0.85 -0.06 0.0792
P -2.00 -0.09 1.16 0.9565
C -2.23 -1.44 2.37 -0.9642
C -2.36 1.42 2.14 -1.0022
H -3.45 0.58 -0.65 0.4072
H -4.40 -0.20 0.66 0.4155
H -3.43 -1.19 -0.46 0.4046
C -3.47 -0.24 0.08 -1.0882
H -2.30 2.28 1.46 0.4029
H -3.35 1.37 2.59 0.4320
H -3.21 -1.38 2.86 0.4797
H -1.44 -1.38 3.13 0.1127
H -1.60 1.53 2.92 0.1979
H -2.13 -2.41 1.86 0.3905
Cl -0.88 1.94 -1.08 -0.3078
C 2.33 -2.94 2.06 -2.0206
P 1.45 -1.34 1.84 1.4112
C 0.74 -1.32 3.53 0.1293
C 0.43 -0.08 4.14 0.2113
C -0.09 0.00 5.43 -0.8943
C -0.32 -1.16 6.16 -0.5627
C -0.04 -2.40 5.60 -0.7969
C 0.49 -2.49 4.30 0.2083
C 2.92 -0.24 2.10 1.2990
C 4.24 -0.72 2.30 -0.3361
C 5.30 0.15 2.56 -0.8751
C 5.08 1.52 2.65 -0.6712
C 3.79 2.02 2.47 -0.9723
C 2.72 1.15 2.20 -1.1134
H 1.60 -3.77 1.97 0.5229
H 2.85 -3.01 3.03 0.5917
H 3.04 -3.09 1.22 0.4365
H 0.58 0.85 3.62 0.6268
H -0.31 0.96 5.86 0.4996
H -0.73 -1.10 7.16 0.4780
H -0.22 -3.30 6.17 0.4997
H 0.68 -3.48 3.93 0.4836
H 4.51 -1.76 2.26 0.3964
H 6.30 -0.25 2.71 0.4698
H 5.90 2.19 2.86 0.4538
H 3.61 3.08 2.54 0.4966
H 1.75 1.58 2.05 0.4641